{
  "formula": "C32H41N6O6PS",
  "method": "ωB97M-V with the def2-TZVPD basis set",
  "smiles": "CCCOCC1=C(P(O)(O)=S)C(=O)OC1=O.c1cc[nH]c1.c1cc[nH]c1.c1cc[nH]c1.c1cc[nH]c1.c1cc[nH]c1.c1cc[nH]c1",
  "orbital_gap_ev": 6.2,
  "total_charge": 0,
  "homo_ev": -8.05,
  "fmax_ev_per_a": 4.80,
  "elements": ["S", "P", "O", "O", "O", "O", "O", "O", "N", "N", "N", "N", "N", "N", "C", "C", "C", "C", "C", "C", "C", "C", "C", "C", "C", "C", "C", "C", "C", "C", "C", "C", "C", "C", "C", "C", "C", "C", "C", "C", "C", "C", "C", "C", "C", "C", "H", "H", "H", "H", "H", "H", "H", "H", "H", "H", "H", "H", "H", "H", "H", "H", "H", "H", "H", "H", "H", "H", "H", "H", "H", "H", "H", "H", "H", "H", "H", "H", "H", "H", "H", "H", "H", "H", "H", "H", "H"],
  "xyz": [[-3.73957, 3.13877, -3.34468], [-4.84704, 4.54111, -4.08449], [-2.96386, 9.44400, -3.35698], [-1.04136, 6.02445, -3.76653], [-4.71918, 4.58524, -5.79965], [-6.50516, 4.28669, -3.74095], [-4.46300, 8.15345, -1.94732], [-6.52337, 7.07242, -2.18571], [0.41503, -0.97292, -0.32356], [-0.54629, -7.17521, 2.43423], [3.29145, 4.17053, 0.51441], [3.62153, -3.20724, 4.14160], [-4.27274, 0.68531, -0.93792], [3.62903, -10.34963, 2.47141], [2.06405, -8.77872, 2.39156], [-5.45633, -0.02798, 0.79707], [-0.58209, -7.23667, 1.06658], [-3.38739, 0.10535, -0.07020], [2.46308, -10.97524, 2.11991], [1.11122, 4.06409, -3.10578], [-1.97595, 6.65395, -4.65978], [3.02626, -5.24812, 4.77519], [2.27726, -0.79633, 0.86910], [4.33185, 4.98628, 0.15701], [-0.26892, -5.89264, 2.82440], [4.07265, 6.24303, 0.64656], [0.11034, -1.39029, 0.94416], [3.92743, -4.72128, 5.73420], [2.37552, 4.89073, 1.23381], [-3.26369, 7.03223, -3.76729], [-4.42301, 6.26973, -3.47061], [-5.32806, 7.15252, -2.49836], [-4.09328, -0.34403, 1.01915], [1.47393, -10.02397, 2.05948], [-0.33345, -5.97708, 0.57881], [3.39367, -9.01119, 2.64417], [4.28063, -3.46197, 5.31499], [-3.52965, 8.40347, -2.99314], [2.83267, 6.18228, 1.32954], [-0.13421, -5.12501, 1.69315], [1.73272, -0.60412, -0.37728], [1.24845, -1.29539, 1.70693], [0.31655, 6.49024, -3.93651], [-5.53671, 0.60435, -0.42005], [2.85868, -4.29265, 3.80287], [1.30172, 5.23042, -4.21089], [4.27947, -5.20978, 6.63079], [5.16366, 4.60335, -0.41448], [1.33089, -1.55520, 2.75245], [-4.50831, 5.52527, -6.03980], [4.52058, -10.80301, 2.58590], [-0.78200, -8.16851, 0.56003], [0.48074, 7.22118, -4.79448], [3.30242, -0.59905, 1.14713], [-0.69905, -7.95248, 3.05622], [2.07638, 3.45369, -2.95186], [4.70592, 7.10968, 0.52742], [3.68808, -2.35470, 3.60995], [1.57250, -7.82142, 2.44111], [2.43806, -12.03969, 1.94233], [2.16810, -0.23918, -1.29519], [-6.28673, -0.23997, 1.45419], [0.23518, 3.40698, -3.45038], [2.55318, -6.21926, 4.79390], [1.47946, 4.42353, 1.61336], [4.94076, -2.72675, 5.74956], [-2.33388, 0.06393, -0.30138], [-6.66111, 4.55154, -2.80356], [0.43957, -10.20480, 1.80486], [-4.03051, 1.10598, -1.82120], [4.19080, -8.34155, 2.92969], [-0.22990, -0.94130, -1.09639], [2.37795, 5.60758, -4.09409], [2.33052, 6.99343, 1.83571], [0.70849, 6.97211, -2.96423], [-1.60308, 7.59904, -5.17350], [0.08433, -4.06695, 1.67038], [2.26326, -4.29110, 2.90229], [1.18150, 4.83901, -5.27994], [-6.38205, 1.00343, -0.95981], [-3.67515, -0.84549, 1.87961], [-0.29738, -5.70005, -0.46441], [-0.19251, -5.63718, 3.87063], [3.21247, 3.19317, 0.28464], [0.85722, 4.60894, -2.12073], [-2.23381, 5.89204, -5.48236], [-0.88739, -1.71949, 1.19301]],
  "forces_ev_per_angstrom": [[-0.302, 0.973, -0.365], [-1.295, -0.901, -0.877], [-2.561, -3.265, 2.293], [0.153, 1.605, -1.129], [-0.291, 1.495, 2.973], [2.765, 1.249, -0.369], [-0.187, 0.384, -2.589], [4.656, 0.044, -1.149], [0.088, 0.052, 0.128], [-0.351, 0.208, -0.142], [0.023, 0.084, 0.043], [0.030, -0.105, 0.065], [0.013, -0.162, 0.076], [-0.094, 0.011, 0.016], [0.416, 0.170, 0.137], [-0.188, 0.083, -0.114], [-0.155, -0.018, -0.024], [-0.021, 0.005, -0.024], [-0.011, -0.103, -0.034], [-0.309, 0.844, -0.397], [-1.155, -0.079, 0.244], [-0.138, 0.007, -0.206], [0.087, 0.100, -0.202], [0.030, -0.005, -0.081], [-0.052, 0.019, 0.112], [0.200, -0.088, -0.145], [-0.068, -0.038, 0.022], [0.179, 0.186, 0.091], [-0.088, -0.021, -0.010], [-2.699, -1.371, 0.864], [1.401, 1.962, -0.527], [-1.904, -0.932, 0.725], [0.257, -0.051, -0.027], [0.032, -0.209, 0.011], [-0.032, -0.258, -0.109], [0.021, 0.004, -0.008], [0.036, 0.042, 0.079], [2.953, 0.722, -1.972], [-0.217, -0.109, 0.077], [0.045, 0.066, 0.259], [0.046, 0.030, -0.075], [-0.214, -0.057, 0.054], [2.323, -0.944, 0.289], [0.022, 0.049, -0.015], [-0.096, 0.030, -0.101], [0.215, 0.082, 0.567], [-0.023, 0.059, -0.080], [-0.064, 0.067, 0.056], [-0.067, 0.025, -0.072], [-0.453, -1.079, 0.064], [-0.170, 0.078, -0.016], [0.043, 0.109, 0.015], [-0.659, -0.801, 1.078], [-0.075, -0.010, -0.058], [0.062, 0.127, -0.106], [-1.605, 0.910, -0.387], [-0.046, -0.092, 0.014], [-0.009, -0.174, 0.060], [0.261, -0.101, -0.047], [-0.027, 0.108, 0.002], [-0.010, -0.061, 0.092], [0.077, 0.021, -0.070], [1.351, 0.832, 0.869], [0.041, 0.076, -0.035], [0.080, 0.067, -0.028], [-0.065, -0.089, -0.008], [-0.085, 0.059, 0.091], [0.041, -0.175, -0.750], [0.094, -0.032, -0.006], [-0.142, -0.026, 0.162], [-0.110, -0.015, -0.036], [0.116, -0.041, 0.127], [-1.515, -0.280, -0.346], [0.043, -0.091, -0.037], [-0.928, -0.589, -1.381], [-0.314, -1.112, 0.914], [-0.002, -0.118, -0.005], [0.047, -0.058, 0.086], [0.079, 0.492, 1.514], [0.073, -0.044, 0.064], [-0.036, 0.049, -0.074], [0.009, -0.042, 0.095], [0.016, 0.020, -0.104], [-0.008, 0.154, 0.073], [0.324, -1.151, -1.386], [-0.004, 1.121, 1.226], [0.093, 0.016, 0.000]]
}